Here is C52H46BaF5N5O3 as an isolated structure at a distorted geometry from the Open Molecules 2025 dataset. Energies are from ωB97M-V with the def2-TZVPD basis set.

Properties
Net charge: -2

Each line ends with the Mulliken charge.
Element x y z (Å)
1 Ba -0.25720 -1.01526 1.15567  1.850
2 O 2.56865 -0.37195 -1.71361  -0.910
3 C 2.56227 0.73134 -2.49647  2.495
4 C 1.77124 1.93539 -1.88940  -2.197
5 C 0.45214 1.69753 -1.17595  1.120
6 C -0.47039 0.80018 -1.63128  -0.964
7 C -1.87063 0.75641 -1.08557  3.403
8 C -1.86256 1.42004 0.27261  -2.806
9 C -0.80551 2.19891 0.66737  1.338
10 C -0.78706 2.69417 2.09884  -2.515
11 C 0.28649 1.96776 2.98191  3.326
12 O 0.39854 0.65497 2.59152  -0.981
13 C 1.68804 2.60111 2.93701  -0.573
14 C 2.67567 1.99335 3.71318  -0.283
15 C 3.97482 2.47212 3.73069  -0.829
16 C 4.32009 3.57774 2.96096  -0.400
17 C 3.35097 4.18447 2.17935  -0.944
18 C 2.04421 3.70290 2.16878  0.248
19 C -0.24859 2.07075 4.42274  -0.520
20 C -0.95655 1.00814 4.97243  -0.553
21 C -1.51331 1.10927 6.24145  -0.715
22 C -1.36924 2.27302 6.98501  -0.433
23 C -0.66296 3.34043 6.44395  -0.792
24 C -0.11061 3.23700 5.17445  -0.251
25 N 0.30001 2.46548 -0.06368  -0.062
26 C 4.00449 1.29145 -2.66645  -0.300
27 C 4.36572 2.17830 -3.67660  -0.136
28 C 5.65532 2.69165 -3.75136  -0.973
29 C 6.60761 2.32249 -2.81118  -0.390
30 C 6.25483 1.43572 -1.80015  -0.799
31 C 4.96692 0.92504 -1.73085  -0.428
32 C 2.10202 0.35282 -3.93205  -0.237
33 C 1.09997 0.97128 -4.66889  0.414
34 C 0.74144 0.50157 -5.93230  -0.890
35 C 1.39177 -0.58646 -6.48872  -0.516
36 C 2.41441 -1.20421 -5.77125  -0.931
37 C 2.75729 -0.73748 -4.51570  -0.306
38 H 1.59755 2.68751 -2.67246  0.376
39 H 2.41465 2.43033 -1.15936  0.410
40 H -0.21356 0.13372 -2.44139  0.004
41 H -2.14506 -0.30855 -1.03290  -0.819
42 H -2.63028 1.15074 0.99355  -0.131
43 H -1.76479 2.49478 2.54381  0.447
44 H -0.66080 3.78204 2.13012  0.581
45 H 2.40531 1.11896 4.29413  0.374
46 H 4.72368 1.97595 4.33881  0.382
47 H 5.33940 3.94695 2.95930  0.372
48 H 3.60876 5.02776 1.54848  0.406
49 H 1.32008 4.14680 1.50148  0.236
50 H -1.07056 0.10606 4.38300  0.368
51 H -2.06722 0.26924 6.64621  0.435
52 H -1.80327 2.34745 7.97579  0.350
53 H -0.53739 4.25673 7.01053  0.373
54 H 0.44997 4.06697 4.75815  0.347
55 H 3.63153 2.46563 -4.42207  0.363
56 H 5.91500 3.37875 -4.54978  0.375
57 H 7.61524 2.72006 -2.86331  0.360
58 H 6.99111 1.14359 -1.05864  0.374
59 H 4.65023 0.22667 -0.96500  0.329
60 H 0.56571 1.81406 -4.24730  0.265
61 H -0.05901 0.99506 -6.47295  0.447
62 H 1.10908 -0.95316 -7.46930  0.368
63 H 2.93840 -2.05389 -6.19659  0.362
64 H 3.53600 -1.21348 -3.93144  0.427
65 N 2.34304 -2.24008 0.25849  -0.138
66 C 2.46731 -3.57983 -0.32906  -0.871
67 C 2.07528 -3.59375 -1.80947  -0.883
68 C 0.71521 -2.93750 -2.06101  1.387
69 C -0.40512 -3.57738 -1.26062  -1.127
70 N -1.55671 -2.68840 -1.16366  -0.092
71 H 2.36095 -1.51126 -0.48237  0.418
72 H 3.15943 -2.02103 0.81693  0.246
73 H 1.81750 -4.27715 0.21410  0.263
74 H 3.47823 -3.98886 -0.21534  0.390
75 H 2.07475 -4.62788 -2.17665  0.527
76 H 2.82290 -3.03289 -2.37354  0.168
77 H 0.48147 -2.94747 -3.13177  0.602
78 H 0.79643 -1.87808 -1.80651  -1.219
79 H -0.06883 -3.74310 -0.23859  0.165
80 H -0.63784 -4.57526 -1.66484  0.307
81 H -2.32730 -3.11388 -0.66047  0.043
82 H -1.88289 -2.39393 -2.07670  0.242
83 O -2.27423 -1.66743 2.31790  -0.532
84 C -3.40159 -2.04395 2.78433  -0.249
85 C -4.23576 -1.14425 3.50906  -0.417
86 C -5.43681 -1.53502 4.05307  -0.620
87 C -5.89341 -2.84639 3.92162  -0.759
88 C -5.10998 -3.74678 3.22304  -0.636
89 C -3.88906 -3.38787 2.64299  0.512
90 C -3.15467 -4.41098 1.89910  0.145
91 N -1.85972 -4.57409 1.70622  -0.232
92 C -1.72374 -5.74067 0.99220  -0.442
93 C -2.93847 -6.28947 0.72171  -0.520
94 N -3.84653 -5.43870 1.30588  -0.092
95 H -3.87768 -0.12671 3.61432  0.488
96 H -6.02804 -0.80714 4.59936  0.399
97 H -6.82671 -3.16241 4.37043  0.328
98 H -5.44547 -4.77947 3.17138  0.414
99 H -0.75784 -6.11850 0.69942  0.438
100 H -3.22913 -7.17113 0.17777  0.453
101 H -4.84829 -5.48440 1.24646  0.257
102 F -1.65470 3.12217 -2.87810  -0.349
103 C -2.81291 2.45180 -2.81665  0.404
104 C -2.97298 1.34271 -1.99098  -0.472
105 C -4.24099 0.77498 -1.98437  0.024
106 F -4.49617 -0.29882 -1.21118  -0.294
107 C -5.28824 1.24761 -2.75765  -0.174
108 F -6.49862 0.65389 -2.72787  -0.329
109 C -5.08561 2.33827 -3.57693  0.769
110 F -6.09213 2.81114 -4.34294  -0.337
111 C -3.84285 2.94291 -3.60501  -0.016
112 F -3.65159 4.01224 -4.40075  -0.330

---

Here is C52H46F3N13O4Pb as an isolated structure at a distorted geometry from the Open Molecules 2025 dataset. Energies are from ωB97M-V with the def2-TZVPD basis set.

Each line ends with the Mulliken charge.
Element x y z (Å)
1 Pb -9.14080 1.18868 18.93360  1.601
2 C -5.03737 1.17927 21.87699  -1.002
3 C -4.61540 2.50605 21.80436  -0.610
4 C -5.32387 3.41623 21.05318  -0.517
5 C -6.52348 3.02448 20.45730  0.360
6 N -6.93085 1.73211 20.50494  0.769
7 C -6.21604 0.85766 21.23283  -0.551
8 C -7.31920 3.96130 19.64733  0.023
9 C -7.34256 5.29814 19.91767  -0.223
10 C -7.97867 6.13406 18.97416  -1.520
11 C -8.60273 5.63018 17.86983  -1.147
12 C -8.65777 4.22710 17.76279  0.639
13 N -8.00544 3.44453 18.60773  0.396
14 C -9.41740 3.55388 16.65022  0.629
15 C -9.93207 4.30013 15.57395  -0.683
16 C -10.50204 3.60626 14.52401  -1.148
17 C -10.65406 2.23277 14.62455  -1.126
18 C -10.10557 1.55260 15.69123  -0.032
19 N -9.55008 2.24387 16.72269  0.902
20 H -4.50465 0.40730 22.41130  0.513
21 H -3.65732 2.81011 22.30692  0.384
22 H -4.90713 4.43128 20.87666  0.524
23 H -6.62648 -0.14039 21.24261  0.209
24 H -6.92758 5.75264 20.81249  0.333
25 H -7.97664 7.21314 19.10388  0.421
26 H -8.93084 6.27988 17.08110  0.523
27 H -9.98232 5.37235 15.60357  0.505
28 H -10.77944 4.19879 13.68694  0.530
29 H -11.12571 1.69755 13.78477  0.437
30 H -10.07007 0.47176 15.85227  0.253
31 C -7.78752 4.74199 23.42029  -0.106
32 N -8.96517 4.06837 22.75363  1.091
33 C -9.26344 2.81869 22.38907  -0.356
34 N -10.35425 2.78924 21.65251  -0.247
35 C -10.66588 4.11984 21.56349  -1.129
36 N -9.84646 4.92738 22.19582  -1.020
37 C -7.39919 4.10509 24.73688  0.141
38 C -6.16790 4.46561 25.35577  -0.762
39 C -5.81540 3.93658 26.59748  -0.812
40 C -6.58962 2.97884 27.17424  -0.840
41 C -7.78139 2.59081 26.54713  0.356
42 C -8.17793 3.17010 25.36102  -0.002
43 C -8.57121 1.48355 27.10193  0.269
44 N -8.47052 0.93479 28.25605  -0.554
45 N -9.35026 -0.16884 28.15345  -0.518
46 C -9.83212 -0.20812 26.97609  0.598
47 O -9.40542 0.83648 26.26976  -0.189
48 C -10.74867 -1.13540 26.34385  -0.162
49 C -11.47392 -2.08312 27.07049  -1.070
50 C -12.32836 -2.94088 26.45690  -0.517
51 C -12.44333 -2.97679 25.08880  -0.854
52 C -11.65910 -2.11954 24.32141  1.127
53 C -11.82682 -2.11899 22.80026  -1.475
54 N -10.60577 -1.77619 22.12559  1.353
55 C -10.14367 -0.55126 21.75207  -0.944
56 N -8.93141 -0.69623 21.23986  0.410
57 C -8.68213 -2.01631 21.39297  -0.823
58 N -9.70367 -2.71374 21.89254  -1.152
59 C -10.82526 -1.17389 24.96247  -0.091
60 H -8.10096 5.74692 23.53594  0.483
61 H -6.96184 4.66754 22.68098  -0.139
62 H -8.59937 1.98731 22.70037  0.512
63 H -11.40637 4.46784 20.91079  0.859
64 H -5.53903 5.19393 24.83186  0.434
65 H -4.90036 4.20729 27.09272  0.417
66 H -6.28302 2.46326 28.05252  0.518
67 H -9.15758 2.90841 25.06896  0.902
68 H -11.43570 -2.07451 28.11402  0.568
69 H -12.97301 -3.58823 27.09580  0.326
70 H -13.10928 -3.67523 24.55885  0.400
71 H -12.58222 -1.43300 22.50610  0.299
72 H -12.15782 -3.11841 22.46057  0.489
73 H -10.73638 0.35886 21.80575  0.601
74 H -7.76690 -2.47322 21.09841  0.631
75 H -10.20781 -0.48222 24.39679  0.787
76 F -14.04804 6.38765 17.31379  -0.321
77 C -13.40151 5.17288 17.22517  0.760
78 F -14.11508 4.27296 17.94871  -0.244
79 F -13.46993 4.82903 15.95956  -0.237
80 C -11.92563 5.25030 17.72148  0.234
81 O -11.28475 6.26069 17.31070  -0.715
82 O -11.51401 4.21680 18.33792  -0.286
83 C -4.97385 0.90499 14.72084  -0.690
84 C -5.56612 1.84694 15.53812  -1.026
85 C -6.47264 1.45513 16.49738  0.481
86 C -6.85637 0.10870 16.69175  0.990
87 C -7.74380 -0.25925 17.75811  0.318
88 C -8.00646 -1.59162 17.93693  -0.843
89 C -7.35019 -2.57209 17.14890  -1.018
90 C -6.48225 -2.22527 16.15455  -1.107
91 C -6.20917 -0.84265 15.86425  0.512
92 C -5.27917 -0.45156 14.89716  -0.790
93 H -4.28736 1.22343 13.98331  0.464
94 H -5.31128 2.89114 15.42194  0.498
95 H -6.92855 2.18948 17.20610  0.087
96 H -8.70882 -1.87773 18.72468  0.520
97 H -7.58426 -3.63170 17.26941  0.422
98 H -6.02025 -3.01005 15.59126  0.392
99 H -4.69598 -1.22277 14.35324  0.349
100 C -10.96996 -2.14601 16.18800  -0.642
101 N -12.11271 -1.28832 16.54458  0.485
102 C -13.40360 -1.59852 15.92035  -1.209
103 C -11.98282 -0.51408 17.65427  0.249
104 O -11.08081 -0.80618 18.48218  -0.588
105 N -12.89432 0.47435 17.83975  0.358
106 C -13.48653 1.24197 16.78941  -0.708
107 C -12.93643 1.14086 19.12933  -0.522
108 H -10.88347 -2.32102 15.10823  0.381
109 H -10.97907 -3.14034 16.69529  0.311
110 H -10.06269 -1.62949 16.53635  -0.116
111 H -13.45005 -2.69843 15.73648  0.408
112 H -13.55102 -1.06671 14.97382  0.317
113 H -14.26250 -1.40403 16.57287  0.360
114 H -13.11493 0.97383 15.81811  0.384
115 H -13.20045 2.27130 16.93729  -0.291
116 H -14.57481 1.15554 16.76262  0.355
117 H -12.28215 0.62075 19.80765  0.048
118 H -13.96042 1.24917 19.46901  0.385
119 H -12.55066 2.13871 18.97392  0.085

---

It is found that the E_LUMO values, taken in the order of the records, are 3.8; -0.3 eV.